No. 1
Molecular formula: C24H35FeN13O2S
Method: DFT, ωB97M-V with the def2-TZVPD basis set

Structure (XYZ):
```
76
Properties=species:S:1:pos:R:3:forces:R:3
Fe 0.50933 0.25905 -0.83743 0.40 -0.11 -0.13
C -3.37563 3.97260 1.78960 -0.05 0.02 0.00
C -2.65917 3.50975 2.89166 -0.03 0.03 -0.01
C -1.53952 2.72769 2.70953 0.12 -0.08 0.05
C -1.11998 2.42164 1.41153 0.10 0.05 0.01
C -1.82396 2.89969 0.31348 0.06 -0.08 -0.12
C -2.96038 3.66423 0.50198 -0.01 0.05 0.01
N 0.03236 1.62092 1.16985 -0.31 -0.05 -0.29
N 0.60663 1.20868 2.18820 0.41 0.01 -0.01
C 1.76300 0.42422 1.95560 -0.02 -0.13 -0.04
C 2.59325 0.20939 3.03956 0.11 0.01 0.17
C 3.72647 -0.57295 2.87301 -0.05 0.10 0.12
C 3.99263 -1.10478 1.62065 0.06 -0.04 0.07
C 3.11626 -0.83829 0.58939 -0.13 0.11 -0.20
N 2.00914 -0.09268 0.74412 -0.12 0.18 -0.24
H -4.26369 4.57356 1.93957 0.03 -0.01 0.00
H -2.98067 3.76797 3.89167 -0.01 -0.03 -0.01
H -0.98127 2.34611 3.55172 -0.03 0.07 0.04
H -1.50519 2.62952 -0.68134 -0.05 -0.02 -0.01
H -3.52814 4.01276 -0.35051 0.02 0.01 0.02
H 2.34203 0.67548 3.98324 0.00 -0.08 0.00
H 4.39006 -0.76041 3.70747 0.00 0.02 -0.02
H 4.86465 -1.72004 1.44309 -0.03 0.04 -0.01
H 3.29924 -1.22794 -0.40494 0.01 0.10 0.17
N 0.15856 -2.08120 -0.39420 -0.35 0.22 0.04
C -1.10320 -2.20590 0.38106 0.19 0.06 -0.27
C -2.06409 -3.18721 -0.31237 -0.16 0.00 0.19
C -3.57051 -3.06668 -0.04031 0.10 -0.10 0.00
C -4.11995 -3.13548 1.39115 0.05 -0.05 0.03
N -3.45147 -4.08318 2.29752 0.06 0.06 -0.31
C -2.83432 -3.78208 3.43502 0.05 -0.16 0.01
N -2.53101 -2.52412 3.74082 0.04 0.14 -0.10
N -2.47119 -4.76873 4.26330 -0.09 0.09 -0.02
C -1.68557 -0.80731 0.47489 -0.15 -0.12 -0.06
O -2.39496 -0.48128 1.40140 -0.03 0.01 -0.04
O -1.33972 -0.03065 -0.53133 -0.09 -0.10 0.40
H -0.02486 -2.35017 -1.35815 0.07 -0.16 0.07
H 0.87092 -2.70217 -0.03132 0.04 0.00 0.05
H -0.87112 -2.51032 1.40119 0.06 -0.14 -0.01
H -1.72268 -4.20691 -0.11848 0.05 0.04 0.02
H -1.95535 -3.02071 -1.38872 -0.02 -0.08 0.00
H -4.04326 -3.85921 -0.62181 0.01 0.04 -0.09
H -3.92409 -2.12352 -0.46259 -0.12 -0.04 0.02
H -5.15950 -3.45340 1.33636 -0.07 0.11 0.00
H -4.11599 -2.14930 1.83948 0.03 0.01 0.13
H -3.63471 -5.06036 2.12891 0.01 -0.03 0.03
H -2.62439 -1.77191 3.06314 -0.05 -0.01 0.05
H -2.17997 -2.30143 4.65613 0.00 0.04 0.01
H -2.80231 -5.70948 4.12806 -0.07 0.01 0.02
H -2.05681 -4.56572 5.15686 0.05 0.01 0.01
C 2.80766 5.27892 -1.24996 -0.05 -0.14 0.02
C 1.65494 4.62795 -1.92094 0.15 -0.43 0.04
N 0.76869 5.19810 -2.65359 -0.48 -0.12 -0.29
N -0.07359 4.18566 -3.05288 -0.14 0.51 -0.09
C 0.24744 2.99406 -2.57877 0.46 0.13 0.13
S -0.51869 1.49441 -2.80579 0.21 0.27 0.35
N 1.37027 3.25788 -1.85310 0.16 0.18 0.09
N 2.10572 2.26110 -1.21347 -0.16 -0.23 -0.03
H 2.78237 6.34269 -1.47046 -0.02 0.00 0.00
H 3.75428 4.87009 -1.61026 -0.03 0.02 0.00
H 2.75953 5.14666 -0.16599 -0.01 0.03 -0.04
H -0.86306 4.40725 -3.64130 -0.02 0.01 -0.02
H 2.45799 2.63433 -0.33514 -0.09 -0.07 0.04
H 2.90825 2.01950 -1.79826 -0.08 -0.03 0.16
C 3.29445 -0.73640 -5.68021 -0.07 0.02 0.10
N 2.78781 -0.98441 -4.31895 0.16 0.01 -0.18
C 2.92553 -2.14653 -3.60424 0.03 -0.01 -0.13
C 2.30807 -1.93878 -2.41650 -0.10 0.29 -0.07
N 1.78355 -0.64875 -2.38658 -0.01 -0.22 0.11
C 2.10555 -0.11889 -3.56545 0.06 -0.09 0.07
H 3.82338 -1.61958 -6.02105 0.01 -0.04 0.03
H 3.97937 0.10640 -5.67635 0.03 0.02 0.05
H 2.46772 -0.53384 -6.35471 -0.06 -0.02 0.01
H 3.43331 -3.01096 -4.00085 -0.01 0.06 0.02
H 2.22957 -2.62419 -1.59556 0.01 -0.05 -0.05
H 1.84397 0.86958 -3.90637 -0.03 -0.10 -0.01
```
Positions in Å, forces in eV/Å.

Calculated values
Charge ... +3
Max |F| ... 0.6 eV/Å
Highest occupied orbital energy (alpha / beta) ... -16.0 / -16.0 eV
Multiplicity ... 6

natural (NBO) population analysis, charges in e, atoms 1 to 2:
1 Fe 1.68
2 C -0.13

***

No. 2
Molecular formula: C4H6INO
Method: DFT, ωB97M-V with the def2-TZVPD basis set

Structure (XYZ):
```
13
Properties=species:S:1:pos:R:3:forces:R:3
C -2.43307 -0.91857 -2.49742 1.63 0.91 0.06
C 1.00973 0.25398 1.31847 1.22 2.27 0.12
C 0.40871 -0.89623 1.24261 0.77 -1.47 -0.47
C 0.83081 -1.98304 0.37148 1.84 -0.86 1.78
N -2.28850 -1.65945 -1.54207 0.21 1.81 -0.20
O -2.28282 -0.07496 -3.28400 -0.83 -0.31 -0.07
I -1.61721 -1.12226 1.94255 -3.17 -0.04 1.10
H 1.99907 0.39983 0.80628 -0.94 0.37 0.41
H 0.51671 1.06331 1.88709 0.71 -0.18 -0.20
H 0.32246 -1.93403 -0.53291 -0.62 0.02 -1.89
H 0.72683 -2.99383 0.78299 -0.39 0.17 0.11
H 1.89775 -1.81997 0.31945 0.57 -0.29 -0.99
H -2.66096 -2.54558 -1.56050 -0.99 -2.38 0.24
```
Positions in Å, forces in eV/Å.

Calculated values
Charge ... 0
Max |F| ... 3.4 eV/Å
ΔE to the lowest compared entry with this formula, charge and spin ... 14.85 kcal per mole
Highest occupied orbital energy (alpha / beta) ... -4.9 / -9.7 eV
Multiplicity ... 3

natural (NBO) population analysis, charges in e, atoms 1 to 2:
1 C 0.86
2 C -0.37

***

No. 3
Molecular formula: C2H5IN2OS
Method: DFT, ωB97M-V with the def2-TZVPD basis set

Structure (XYZ):
```
12
Properties=species:S:1:pos:R:3:forces:R:3
C 2.10264 -0.00393 -2.15666 -1.74 0.78 2.99
C -1.24859 -0.03021 -0.75711 0.21 0.46 0.22
N 2.37382 0.60932 0.29810 0.19 0.33 0.87
N 1.39291 0.34789 -0.60210 1.35 -1.02 -3.64
O 1.45539 -0.01241 -3.12614 0.11 -0.04 0.03
S 0.00230 1.29481 -0.80139 -0.18 -0.12 0.07
I 4.12513 -0.49559 -1.91237 0.42 -0.16 -0.21
H -1.66522 -0.11925 0.24221 -0.05 -0.12 0.02
H -0.75788 -0.95116 -1.05546 -0.03 -0.02 -0.07
H -2.02642 0.23275 -1.46685 -0.08 -0.05 -0.07
H 2.25937 0.08067 1.15539 -0.03 0.11 -0.13
H 2.57592 1.58867 0.48106 -0.17 -0.14 -0.09
```
Positions in Å, forces in eV/Å.

Calculated values
Charge ... 0
Structure (SMILES) ... CSN(N)C(=O)I
Max |F| ... 4.0 eV/Å
ΔE to the lowest compared entry with this formula, charge and spin ... 25.18 kcal per mole
Highest occupied orbital energy ... -8.7 eV

natural (NBO) population analysis, charges in e, atoms 1 to 2:
1 C 0.52
2 C -0.74

***

No. 4
Molecular formula: C6H12N2
Method: DFT, ωB97M-V with the def2-TZVPD basis set

Structure (XYZ):
```
20
Properties=species:S:1:pos:R:3:forces:R:3
C 1.59986 0.63433 -1.42118 2.12 0.95 -4.52
C 0.35821 0.86701 -0.67262 -1.58 3.38 2.64
C -0.85134 0.09296 -0.34969 3.05 -1.27 -5.28
C -2.14267 0.22700 0.25351 -3.20 -0.20 0.04
C -0.27587 -0.90643 1.26639 -0.86 -5.95 7.17
C 0.16680 0.28742 0.78205 1.40 4.18 -3.03
H 3.64075 -0.30185 -1.47599 -4.59 -2.18 0.50
H 2.06313 -0.57492 -0.01748 0.80 -1.77 -4.26
H 2.51630 1.24574 -1.00836 -2.75 -0.12 -0.95
H 1.42630 0.87159 -2.67960 0.56 -0.38 3.61
H 0.08045 1.99320 -0.29873 1.57 -2.12 -2.36
H -0.61926 -0.96632 -0.76415 -1.19 1.80 0.38
H -2.82815 -0.38079 -0.39883 -0.09 1.06 0.61
H -2.58416 1.29436 0.50342 1.03 -2.02 -0.61
H -2.71809 -1.30453 1.92233 4.23 2.61 -2.13
H 0.17860 -1.84101 0.79400 -1.21 1.07 0.04
H -0.08305 -1.10250 2.37866 0.48 0.25 -1.05
H -0.28030 1.21039 1.04888 0.06 0.01 3.18
N 2.14192 -0.77484 -1.32275 3.67 3.25 4.70
N -1.78942 -0.57080 1.46016 -3.50 -2.57 1.30
```
Positions in Å, forces in eV/Å.

Calculated values
Charge ... 0
Max |F| ... 9.4 eV/Å
ΔE to the lowest compared entry with this formula, charge and spin ... 273.78 kcal per mole
Highest occupied orbital energy ... -8.6 eV

natural (NBO) population analysis, charges in e, atoms 1 to 2:
1 C -0.28
2 C -0.17